No. 1
Density functional theory data (the ωB97M-V functional and the def2-TZVPD basis) for a 2-piece molecular cluster, C16H17O5P overall in a non-equilibrium geometry.

The LUMO energy comes out at -0.0596 Ha. Its gap between HOMO and LUMO is 7.3 eV. The value obtained for the electronic energy is -1337.34847 Ha. The structure (SMILES) is O=COCCPCOc1ccccc1.O=C1C=CC(=O)C=C1. The value obtained for the HOMO energy is -8.91 eV.

Cartesian coordinates (Å):
1 O 5.439470 -0.463838 2.872890
2 C 5.802070 -0.462361 1.750851
3 O 6.648007 0.476713 1.254687
4 C 6.039319 1.211872 0.180674
5 C 4.985261 2.209250 0.672012
6 P 3.280348 1.629057 0.250831
7 C 2.177297 2.638848 1.364651
8 O 0.986053 3.074228 0.738016
9 C -0.035305 2.149523 0.726894
10 C 0.009871 0.978865 -0.020742
11 C -1.066043 0.099893 -0.019557
12 C -2.220359 0.370137 0.710667
13 C -2.255155 1.544467 1.457853
14 C -1.180982 2.423565 1.466329
15 H 5.556108 -1.257482 1.037212
16 H 5.553332 0.488861 -0.486035
17 H 6.817164 1.684947 -0.403726
18 H 5.141987 3.154223 0.163002
19 H 5.110745 2.372398 1.741055
20 H 3.195053 0.322960 0.782120
21 H 2.752007 3.539337 1.571771
22 H 1.990023 2.159019 2.324606
23 H 0.869667 0.729522 -0.625369
24 H -1.038224 -0.804495 -0.610079
25 H -3.073529 -0.284737 0.705640
26 H -3.140332 1.798945 2.023772
27 H -1.217437 3.342860 2.033335
28 O -5.428884 -3.466424 -4.476122
29 C -5.123852 -3.219331 -3.330101
30 C -5.026418 -1.820165 -2.842290
31 C -4.689524 -1.549404 -1.584294
32 C -4.398022 -2.635410 -0.614480
33 O -4.091255 -2.391070 0.533697
34 C -4.494832 -4.033835 -1.101421
35 C -4.831935 -4.304489 -2.359310
36 H -5.243328 -1.044419 -3.565407
37 H -4.611791 -0.536334 -1.210237
38 H -4.277224 -4.809123 -0.377961
39 H -4.909353 -5.316576 -2.735433

Atomic forces in eV per Å
O -0.28 -0.13 0.99
C 0.54 -0.10 -0.34
O -0.19 0.52 -0.17
C -0.41 -0.54 -0.31
C 0.04 -0.37 0.51
P -0.44 0.24 -1.17
C 0.62 -0.06 0.09
O -0.11 -0.15 0.02
C -0.49 -0.27 0.10
C 0.12 -0.25 -0.12
C -0.51 0.01 0.16
C 0.50 0.66 0.13
C -0.04 0.03 -0.15
C 0.13 0.05 -0.04
H -0.18 0.02 -0.32
H 0.11 -0.05 -0.17
H 0.31 0.08 0.22
H -0.16 0.21 -0.03
H 0.16 0.05 0.08
H 0.29 0.14 0.49
H 0.00 0.17 0.01
H -0.21 -0.11 0.04
H 0.12 0.15 -0.03
H 0.20 -0.06 -0.09
H 0.00 -0.24 0.01
H -0.05 -0.02 0.07
H -0.01 0.04 0.06
O 0.00 0.00 0.01
C -0.01 -0.01 -0.04
C 0.01 0.03 0.04
C -0.01 0.01 -0.03
C 0.01 -0.01 0.03
O -0.05 -0.03 -0.05
C -0.01 -0.03 -0.05
C 0.02 -0.01 0.05
H 0.00 -0.02 -0.03
H 0.01 -0.01 0.02
H 0.01 0.03 0.03
H -0.01 0.01 -0.03

---

No. 2
Density functional theory data (the ωB97M-V functional and the def2-TZVPD basis) for a 5-piece molecular cluster, C10H29ClNO7 overall in a non-equilibrium geometry.

The LUMO energy comes out at 0.0880 Ha. Its total charge is -1. Its gap between HOMO and LUMO is 6.2 eV. The value obtained for the electronic energy is -1439.94194 Ha. As for the relative energy (zero: lowest compared OMol25 entry of this formula, charge and spin): 3.521 eV. The value obtained for the HOMO energy is -3.79 eV.

Cartesian coordinates (Å):
1 Cl -6.729590 -1.786230 22.036540
2 C -7.092490 1.224920 28.193160
3 C -7.804280 0.941440 26.900850
4 C -9.096050 0.027130 27.068210
5 O -10.092840 0.790990 27.759070
6 C -11.339290 0.105590 27.918490
7 N -8.315010 2.171090 26.317340
8 H -6.737160 0.283370 28.611880
9 H -7.817840 1.695470 28.856880
10 H -6.214820 1.864830 28.101970
11 H -7.085090 0.479490 26.224510
12 H -8.918130 -0.934240 27.550100
13 H -9.640460 -0.109670 26.133870
14 H -11.929340 0.369770 28.796060
15 H -11.187840 -0.971870 27.983630
16 H -12.033820 0.337200 27.110960
17 H -7.647280 2.900370 26.523230
18 H -9.077300 2.227160 26.977530
19 C -9.642410 -6.375090 25.493600
20 C -10.983880 -6.874880 25.959430
21 O -11.493820 -7.801110 25.018220
22 O -9.980770 -5.722130 24.370630
23 H -9.054890 -7.268420 25.281740
24 H -9.243790 -5.718450 26.266920
25 H -11.805150 -6.187980 25.754990
26 H -10.961240 -7.194590 27.001240
27 H -11.573370 -8.666390 25.426350
28 H -9.436010 -4.932640 24.331320
29 C -7.941990 -4.535300 16.178150
30 C -7.659430 -5.363020 17.444470
31 O -8.525060 -5.063160 18.513890
32 O -8.980750 -5.193710 15.489210
33 H -7.073800 -4.403780 15.532350
34 H -8.248490 -3.565140 16.569240
35 H -6.714200 -5.249200 17.975210
36 H -7.882980 -6.417930 17.285460
37 H -8.215480 -4.276290 18.968410
38 H -8.654170 -6.093040 15.410840
39 C -0.134560 -7.498070 20.537060
40 C -1.603430 -7.096410 20.540080
41 O -1.808380 -5.728540 20.784570
42 O 0.571150 -6.915240 19.433820
43 H -0.042290 -8.576780 20.410700
44 H 0.319070 -7.217080 21.487520
45 H -2.238110 -7.750290 21.138180
46 H -1.958160 -7.153390 19.510990
47 H -2.652680 -5.603800 21.224110
48 H 0.527480 -7.478620 18.657750

Atomic forces in eV per Å
Cl -0.03 -0.14 -0.01
C -0.22 -0.66 0.76
C -0.34 -1.03 -0.77
C -0.09 0.94 -0.67
O -0.59 -0.05 1.87
C 0.17 -0.05 -0.37
N -0.23 -0.42 0.14
H -0.02 -0.03 0.36
H 0.18 0.00 0.38
H -0.12 0.13 -0.34
H -0.30 -0.41 -0.23
H 0.19 0.01 0.18
H 1.08 -0.57 -0.73
H 0.74 0.50 0.45
H 0.05 -0.11 -0.18
H 0.24 -0.16 -0.54
H -0.06 0.31 -0.04
H -0.70 1.61 -0.30
C -1.44 -1.21 1.93
C -1.15 0.10 0.04
O 0.17 -2.05 -0.13
O 0.60 2.22 -2.64
H 0.65 0.01 0.24
H 0.51 -0.12 0.08
H 0.76 1.47 1.21
H -0.22 -0.43 0.04
H 0.12 -0.13 -0.14
H 0.02 0.17 -0.69
C 0.46 -0.54 1.34
C 0.29 0.25 1.28
O -1.46 0.27 0.17
O -0.29 0.36 -0.47
H 0.24 -0.02 0.04
H -0.34 0.08 -0.51
H 0.94 -0.12 -1.26
H 0.46 -0.19 -0.47
H 0.04 0.15 0.18
H -0.31 -0.18 -0.21
C -0.37 -0.13 -0.61
C -0.34 0.11 -1.51
O 0.45 0.59 1.10
O 0.25 0.55 0.61
H -0.29 -0.23 0.40
H 0.31 0.22 -0.21
H 0.21 -0.05 0.37
H 0.03 -1.02 -0.37
H -0.03 0.11 0.02
H -0.22 -0.12 0.19

---

No. 3
Density functional theory data (the ωB97M-V functional and the def2-TZVPD basis) for a 6-piece molecular cluster, C42H93NO4 overall in a non-equilibrium geometry.

The LUMO energy comes out at 0.0147 Ha. Its gap between HOMO and LUMO is 10.5 eV. The value obtained for the electronic energy is -2011.78704 Ha. The structure (SMILES) is CC(=O)N(C)[C@@H](OC=O)OC[C@@H](C)CC(C)C.CCCCCC.CCCCCC.CCCCCC.CCCCCC.CCCCCC. The value obtained for the HOMO energy is -10.13 eV.

Cartesian coordinates (Å):
1 C -2.570659 -1.533796 4.395411
2 C -1.124254 -1.865984 4.132703
3 O -0.263052 -1.558743 4.955115
4 N -0.760812 -2.537596 2.945242
5 C -1.847574 -2.970354 2.056786
6 C 0.332889 -1.887387 2.268444
7 O 1.230477 -2.834475 1.705503
8 C 1.177716 -4.095260 2.228743
9 O 1.266260 -5.077874 1.504973
10 O -0.159957 -1.042914 1.268812
11 C 0.598565 -0.974342 0.061431
12 C 0.103997 0.185472 -0.817775
13 C 1.359075 0.887505 -1.356844
14 C -0.747816 -0.243490 -2.007323
15 C -2.235230 -0.551453 -1.750878
16 C -2.903725 0.304143 -0.672143
17 C -2.438034 -2.033025 -1.458683
18 H -2.676313 -1.506198 5.471566
19 H -2.809389 -0.536061 4.049883
20 H -3.271963 -2.270555 4.032286
21 H -1.398028 -3.422444 1.184729
22 H -2.393139 -3.762160 2.555199
23 H -2.527578 -2.178270 1.779557
24 H 0.876737 -1.278321 2.979598
25 H 1.138715 -4.185928 3.313780
26 H 1.648157 -0.790588 0.257144
27 H 0.475285 -1.895092 -0.498437
28 H -0.396194 0.897548 -0.171508
29 H 2.024597 0.144693 -1.789820
30 H 1.113156 1.618783 -2.115093
31 H 1.891544 1.363528 -0.540793
32 H -0.302756 -1.122873 -2.465024
33 H -0.688026 0.534890 -2.761144
34 H -2.766261 -0.358268 -2.680095
35 H -3.918329 0.535771 -0.978048
36 H -2.406991 1.250458 -0.512362
37 H -2.961288 -0.252361 0.256786
38 H -1.979980 -2.236939 -0.494577
39 H -3.493512 -2.262706 -1.360776
40 H -1.949558 -2.659250 -2.193519
41 C 8.484067 -1.113527 -2.186079
42 C 7.910124 -2.108183 -1.182360
43 C 6.606946 -2.746665 -1.659383
44 C 5.465078 -1.760216 -1.905370
45 C 5.076901 -0.901532 -0.704398
46 C 4.558585 -1.710393 0.481060
47 H 7.803800 -0.277053 -2.353491
48 H 9.429983 -0.701686 -1.831358
49 H 8.668204 -1.598723 -3.146514
50 H 7.761638 -1.610944 -0.219942
51 H 8.640431 -2.901473 -1.004068
52 H 6.294363 -3.504329 -0.935746
53 H 6.799152 -3.286090 -2.592391
54 H 4.586385 -2.323176 -2.237256
55 H 5.729337 -1.101255 -2.737697
56 H 4.295833 -0.204319 -1.021368
57 H 5.923483 -0.285283 -0.388482
58 H 3.685646 -2.301407 0.195457
59 H 4.260173 -1.045950 1.294708
60 H 5.317689 -2.387505 0.874988
61 C 3.434602 2.574419 -6.862633
62 C 4.413232 1.557533 -7.443589
63 C 4.392521 0.211934 -6.720693
64 C 4.790989 0.268144 -5.245403
65 C 6.176463 0.853293 -4.974822
66 C 7.311519 0.045858 -5.599888
67 H 3.671514 2.816559 -5.825660
68 H 3.462281 3.505549 -7.430165
69 H 2.412253 2.192419 -6.896488
70 H 5.423403 1.975567 -7.433714
71 H 4.165182 1.389438 -8.494644
72 H 5.047172 -0.485339 -7.250559
73 H 3.385745 -0.211726 -6.790905
74 H 4.748152 -0.746338 -4.836749
75 H 4.047619 0.845857 -4.687945
76 H 6.327560 0.892118 -3.892168
77 H 6.225493 1.887661 -5.325425
78 H 7.303998 -0.981379 -5.229610
79 H 8.277536 0.485920 -5.348386
80 H 7.236900 0.017202 -6.687823
81 C -5.726675 0.272754 6.346605
82 C -5.110620 1.448490 5.592263
83 C -3.764439 1.894852 6.161194
84 C -3.805268 2.405063 7.601842
85 C -4.751382 3.580740 7.840288
86 C -4.380750 4.829749 7.045150
87 H -5.939799 0.524538 7.385980
88 H -6.666991 -0.028664 5.882890
89 H -5.056307 -0.589486 6.336235
90 H -5.816007 2.283366 5.579861
91 H -4.967163 1.157992 4.547450
92 H -3.345273 2.668397 5.511686
93 H -3.065046 1.053990 6.114336
94 H -2.792312 2.699118 7.892472
95 H -4.081868 1.586200 8.271703
96 H -4.736668 3.823995 8.905635
97 H -5.779915 3.291125 7.608423
98 H -3.369483 5.160211 7.289875
99 H -5.064256 5.648805 7.272257
100 H -4.428719 4.653182 5.969719
101 C 1.554259 6.835713 3.087555
102 C 2.901547 6.377726 2.535967
103 C 2.827256 5.857948 1.101316
104 C 1.941178 4.626613 0.908514
105 C 2.325933 3.418409 1.760376
106 C 3.721440 2.881015 1.455187
107 H 0.835247 6.016464 3.130244
108 H 1.664018 7.227042 4.099746
109 H 1.129548 7.627430 2.467188
110 H 3.324325 5.612765 3.192805
111 H 3.598553 7.219031 2.563026
112 H 3.839652 5.639202 0.750946
113 H 2.453597 6.657471 0.454085
114 H 1.971688 4.339769 -0.147823
115 H 0.900149 4.889441 1.116530
116 H 1.597610 2.622066 1.578691
117 H 2.249811 3.662639 2.823076
118 H 3.806534 2.590716 0.405420
119 H 3.932323 2.000412 2.064362
120 H 4.495603 3.619208 1.668020
121 C -8.882856 -6.019798 -3.290010
122 C -8.182919 -4.812618 -3.908027
123 C -6.792522 -4.553448 -3.330546
124 C -6.765663 -4.236072 -1.834798
125 C -7.609764 -3.032960 -1.416773
126 C -7.153939 -1.723161 -2.053758
127 H -9.051449 -5.885819 -2.220680
128 H -9.855379 -6.182975 -3.756132
129 H -8.289439 -6.925638 -3.428612
130 H -8.811599 -3.925850 -3.790438
131 H -8.085308 -4.974065 -4.984466
132 H -6.324563 -3.736460 -3.886674
133 H -6.165941 -5.432855 -3.508527
134 H -5.726432 -4.060755 -1.537782
135 H -7.093848 -5.112519 -1.269303
136 H -7.553684 -2.934454 -0.329488
137 H -8.662688 -3.208216 -1.652577
138 H -6.113823 -1.511029 -1.795299
139 H -7.763401 -0.890829 -1.699384
140 H -7.237046 -1.751601 -3.140887

Atomic forces in eV per Å
C 0.17 -0.51 0.64
C 1.18 0.09 1.11
O -0.95 -0.24 -1.18
N -0.83 1.14 0.04
C 0.38 -0.49 0.40
C 0.48 0.38 0.29
O -0.49 -0.80 -0.06
C 0.62 -2.00 -1.83
O -0.13 2.09 1.40
O -0.09 -0.44 -0.12
C -0.52 0.52 -0.53
C 0.75 -0.02 -0.10
C -0.17 -0.31 0.23
C -0.59 0.18 0.32
C 0.02 -0.21 -0.26
C -0.17 -0.21 -0.40
C 0.21 0.44 0.63
H 0.01 0.05 0.27
H -0.03 0.15 -0.44
H -0.18 0.02 -0.35
H 0.05 0.03 -0.31
H -0.19 -0.11 0.12
H -0.06 0.24 -0.21
H 0.13 -0.06 0.33
H -0.15 0.31 0.13
H 0.27 -0.26 0.38
H 0.26 -0.32 0.01
H -0.34 0.07 0.06
H 0.17 -0.06 -0.24
H 0.00 0.25 -0.13
H 0.19 0.19 0.10
H 0.24 -0.17 -0.12
H -0.03 0.27 -0.10
H 0.05 0.14 -0.28
H -0.28 -0.01 0.05
H 0.15 0.22 0.12
H 0.14 0.11 0.36
H 0.08 -0.20 0.11
H -0.22 -0.23 -0.15
H -0.12 -0.22 -0.29
C 0.06 -0.01 0.12
C 0.01 0.01 -0.10
C -0.02 -0.04 0.07
C 0.01 0.03 -0.07
C -0.08 -0.06 0.03
C 0.01 0.14 -0.01
H 0.01 0.01 -0.03
H 0.01 0.01 -0.03
H -0.01 0.03 -0.03
H -0.04 -0.02 0.01
H 0.01 0.01 0.02
H -0.03 0.01 0.00
H 0.02 -0.01 0.00
H -0.02 0.01 0.01
H 0.00 -0.02 0.01
H 0.03 0.05 0.00
H 0.01 0.00 -0.02
H 0.02 -0.06 0.03
H -0.02 -0.03 0.03
H -0.01 -0.03 -0.01
C 0.10 0.02 -0.06
C -0.10 0.01 0.01
C 0.03 -0.02 -0.02
C -0.03 0.04 0.01
C 0.03 -0.13 0.00
C -0.03 0.14 0.05
H -0.01 0.00 0.01
H -0.03 0.01 0.01
H -0.01 -0.01 0.03
H 0.02 -0.02 0.00
H 0.03 0.00 -0.01
H 0.01 -0.01 0.01
H -0.01 0.01 -0.01
H 0.01 0.00 0.00
H -0.01 0.00 0.00
H 0.00 0.05 0.00
H -0.02 0.01 0.01
H -0.01 -0.02 -0.03
H 0.02 -0.05 0.00
H -0.01 -0.02 0.00
C -0.07 0.09 -0.11
C 0.04 -0.13 0.06
C 0.03 0.04 -0.07
C -0.05 -0.05 0.03
C 0.10 0.07 -0.01
C -0.11 -0.04 0.04
H 0.02 -0.01 0.01
H 0.00 -0.04 0.03
H 0.01 -0.01 0.05
H 0.02 0.03 -0.01
H -0.01 0.04 -0.02
H 0.01 0.01 0.01
H 0.01 0.00 0.00
H 0.00 0.01 0.01
H 0.00 -0.01 -0.01
H -0.03 -0.01 0.01
H 0.00 -0.02 0.01
H 0.02 -0.01 -0.03
H 0.02 0.02 -0.01
H 0.02 0.00 -0.01
C 0.09 -0.04 0.05
C -0.07 0.07 -0.02
C 0.05 -0.01 -0.01
C -0.06 0.01 0.02
C 0.04 -0.07 -0.14
C -0.08 -0.04 0.13
H -0.02 0.00 -0.01
H -0.03 0.01 0.00
H -0.03 -0.01 -0.02
H 0.02 -0.01 -0.01
H 0.02 -0.01 0.01
H 0.00 -0.02 -0.01
H 0.00 0.02 0.01
H 0.00 -0.02 0.00
H 0.00 0.01 0.00
H -0.03 0.01 0.05
H -0.02 0.01 0.00
H 0.04 0.03 -0.02
H 0.04 -0.02 -0.03
H 0.01 0.00 -0.02
C -0.04 0.09 -0.05
C 0.01 -0.10 0.01
C 0.02 0.04 -0.02
C -0.03 -0.04 0.02
C 0.11 0.05 0.00
C -0.11 -0.03 0.07
H 0.01 -0.01 0.01
H 0.00 -0.03 0.01
H 0.01 -0.01 0.03
H 0.01 0.02 0.00
H -0.01 0.03 -0.01
H 0.01 0.01 0.01
H 0.00 -0.01 -0.01
H 0.00 0.02 0.01
H 0.00 -0.01 -0.01
H -0.04 -0.01 0.01
H 0.00 -0.03 0.00
H 0.02 0.01 -0.05
H 0.03 0.03 -0.02
H 0.03 0.01 -0.01